No. 1
C9H8OS2 | ωB97M-V/def2-TZVPD

Output
* 2S+1: 1
* ΔE to the lowest compared entry with this formula, charge and spin: 139.6 kcal per mole

Atoms and positions in Å:
C1 -2.410 -0.781 0.374
C2 -1.715 -1.917 0.015
C3 -1.815 0.469 0.584
C4 -0.331 -1.786 -0.045
C5 -0.418 0.639 0.489
C6 0.260 -0.519 -0.004
C7 0.153 1.913 0.554
C8 -0.100 3.089 1.074
C9 2.286 -1.242 -1.929
O1 2.592 -1.308 0.672
S1 2.516 1.339 -0.046
S2 2.004 -0.549 -0.431
H1 -3.439 -0.599 0.341
H2 -2.157 -2.942 -0.074
H3 -2.496 1.335 0.901
H4 0.358 -2.607 -0.237
H5 0.534 3.932 1.256
H6 -1.168 3.369 1.260
H7 3.348 -1.259 -2.098
H8 1.997 -0.575 -2.656

Atomic partial charges in e from the Löwdin method, atoms 1 to 2: C -0.079; C -0.045

---

No. 2
C21H45O2P3Pm | ωB97M-V/def2-TZVPD

Output
* charge: +3
* 2S+1: 5
* energy: -2609.08921 a.u.

Atoms and positions in Å:
Pm1 -0.204 0.652 0.080
P1 -1.782 -0.852 2.187
P2 2.354 0.477 1.153
P3 -0.369 -2.205 -0.588
H1 -1.866 2.107 -1.883
C1 -2.149 1.042 -1.977
C2 -3.058 0.459 -1.165
H2 -3.515 1.003 -0.332
C3 -2.722 0.104 3.442
C4 -0.768 -1.844 3.363
C5 -3.100 -2.096 1.839
C6 3.638 1.053 -0.011
C7 2.839 1.392 2.658
C8 3.022 -1.196 1.579
C9 -1.793 -2.902 -1.513
C10 0.109 -3.655 0.434
C11 0.907 -2.404 -1.889
H3 -1.702 0.502 -2.816
H4 -3.305 -0.602 -1.224
H5 -3.382 0.831 2.959
H6 -2.046 0.635 4.120
H7 -3.344 -0.573 4.044
H8 -0.089 -1.171 3.896
H9 -0.175 -2.598 2.839
H10 -1.414 -2.347 4.094
H11 -3.926 -1.611 1.306
H12 -3.492 -2.502 2.784
H13 -2.736 -2.931 1.231
H14 4.584 1.141 0.544
H15 3.348 2.049 -0.378
H16 3.742 0.367 -0.867
H17 3.936 1.417 2.675
H18 2.468 0.904 3.567
H19 2.445 2.415 2.620
H20 4.057 -1.032 1.930
H21 3.018 -1.823 0.672
H22 2.409 -1.654 2.375
H23 -1.430 -3.662 -2.218
H24 -2.310 -2.114 -2.073
H25 -2.511 -3.370 -0.829
H26 0.318 -4.504 -0.230
H27 -0.698 -3.924 1.123
H28 1.015 -3.418 1.005
H29 0.828 -3.408 -2.322
H30 1.907 -2.259 -1.466
H31 0.758 -1.644 -2.664
C12 1.724 0.268 -3.982
C13 3.009 0.812 -4.065
C14 3.781 0.542 -5.200
C15 3.260 -0.245 -6.244
C16 1.984 -0.802 -6.126
C17 1.219 -0.553 -4.982
O1 0.915 0.450 -2.838
H32 1.160 1.262 -2.346
H33 3.412 1.402 -3.256
H34 4.795 0.938 -5.303
H35 3.855 -0.417 -7.129
H36 1.596 -1.433 -6.916
H37 0.240 -1.002 -4.883
C18 -1.671 3.775 3.240
C19 -2.756 4.105 2.204
C20 -2.583 3.113 1.063
O2 -1.311 2.371 1.304
C21 -0.685 2.811 2.575
H38 -1.154 4.675 3.587
H39 -2.117 3.300 4.121
H40 -2.632 5.127 1.838
H41 -3.758 4.041 2.642
H42 -3.402 2.382 1.043
H43 -2.485 3.594 0.084
H44 0.254 3.308 2.299
H45 -0.464 1.926 3.195

Atomic partial charges in e from the Löwdin method, atoms 1 to 2: Pm 1.403; P 0.732

---

No. 3
C8H20N4P | ωB97M-V/def2-TZVPD

Output
* charge: +1
* 2S+1: 1
* SMILES string: CC[N+](CC)=P(N)(N1CC1)N1CC1
* ΔE to the lowest compared entry with this formula, charge and spin: 52.8 kcal per mole

Atoms and positions in Å:
C1 -2.085 1.779 1.254
C2 -2.803 0.778 0.493
C3 1.354 2.440 1.741
C4 1.680 3.101 0.437
C5 2.342 -2.171 -1.462
C6 -0.819 -2.767 -0.043
C7 2.054 -0.899 -0.584
C8 0.058 -1.790 0.692
N1 -1.427 0.518 0.860
N2 0.581 2.238 0.541
N3 -0.154 1.318 -1.791
N4 0.702 -0.744 -0.191
P1 0.064 0.817 -0.251
H1 -1.683 2.647 0.637
H2 -2.392 1.967 2.298
H3 -3.367 -0.003 0.983
H4 -3.243 1.240 -0.412
H5 2.040 1.696 2.036
H6 0.846 3.050 2.573
H7 1.279 4.165 0.229
H8 2.616 2.880 -0.104
H9 1.567 -2.422 -2.128
H10 3.296 -1.955 -1.898
H11 2.532 -3.100 -0.810
H12 -1.294 -3.374 0.775
H13 -1.539 -2.368 -0.768
H14 -0.200 -3.444 -0.633
H15 2.848 -0.974 0.180
H16 2.371 -0.007 -1.133
H17 -0.579 -1.273 1.416
H18 0.765 -2.312 1.189
H19 -0.442 2.287 -2.077
H20 0.109 0.608 -2.573

Atomic partial charges in e from the Löwdin method, atoms 1 to 2: C -0.193; C -0.191

---

No. 4
C27H51BNO2Si5Ta | ωB97M-V/def2-TZVPD

Output
* charge: +2
* 2S+1: 1
* ΔE to the lowest compared entry with this formula, charge and spin: 0.0 kcal per mole

Atoms and positions in Å:
Ta1 -0.157 -0.087 0.254
C1 0.438 -3.612 0.708
Si1 1.343 -2.778 -0.714
C2 0.288 -2.982 -2.243
C3 2.954 -3.667 -1.012
C4 1.662 -0.881 -0.282
Si2 2.836 -0.075 -1.638
C5 4.633 -0.436 -1.274
C6 2.605 1.791 -1.608
C7 2.501 -0.751 -3.346
Si3 2.563 -0.702 1.402
C8 3.938 -1.881 1.807
C9 3.051 1.068 1.718
C10 1.159 -1.024 2.673
C11 1.306 -1.546 3.945
C12 0.195 -1.764 4.748
C13 -1.070 -1.449 4.270
C14 -1.186 -0.913 3.010
N1 -0.096 -0.712 2.228
H1 0.361 -4.669 0.440
H2 -0.589 -3.261 0.843
H3 0.946 -3.564 1.673
H4 -0.142 -3.986 -2.209
H5 0.875 -2.916 -3.157
H6 -0.548 -2.291 -2.339
H7 2.721 -4.734 -1.061
H8 3.705 -3.532 -0.238
H9 3.397 -3.391 -1.968
H10 5.016 0.076 -0.391
H11 5.212 -0.065 -2.124
H12 4.847 -1.500 -1.185
H13 3.413 2.279 -1.061
H14 1.668 2.117 -1.154
H15 2.626 2.189 -2.626
H16 2.989 -1.717 -3.486
H17 2.962 -0.059 -4.055
H18 1.457 -0.864 -3.625
H19 4.699 -1.917 1.033
H20 3.582 -2.896 1.985
H21 4.420 -1.525 2.722
H22 3.908 1.374 1.118
H23 3.331 1.178 2.769
H24 2.246 1.779 1.519
H25 2.296 -1.793 4.305
H26 0.313 -2.180 5.740
H27 -1.957 -1.608 4.866
H28 -2.144 -0.634 2.595
O1 -3.024 -0.571 0.490
B1 -2.079 -1.129 -0.374
O2 -2.631 -2.046 -1.216
C15 -3.987 -2.070 -0.895
C16 -4.986 -2.821 -1.472
C17 -6.261 -2.633 -0.950
C18 -6.509 -1.738 0.090
C19 -5.488 -0.985 0.663
C20 -4.234 -1.187 0.134
H29 -4.788 -3.510 -2.280
H30 -7.086 -3.195 -1.365
H31 -7.518 -1.623 0.458
H32 -5.670 -0.283 1.465
C21 0.976 4.202 0.868
Si4 -0.566 3.221 1.229
C22 -2.079 4.294 1.106
C23 -0.494 2.516 2.965
C24 -0.809 1.762 -0.060
Si5 -1.124 2.385 -1.878
C25 -2.968 2.623 -1.992
C26 -0.232 3.950 -2.334
C27 -0.612 0.967 -2.984
H33 1.233 4.764 1.769
H34 0.803 4.928 0.075
H35 1.851 3.615 0.588
H36 -2.021 5.067 1.876
H37 -3.002 3.734 1.268
H38 -2.155 4.803 0.144
H39 -0.621 3.337 3.673
H40 0.454 2.032 3.213
H41 -1.308 1.815 3.161
H42 -1.830 1.392 0.207
H43 -3.335 3.411 -1.336
H44 -3.517 1.707 -1.759
H45 -3.225 2.904 -3.016
H46 -0.708 4.818 -1.875
H47 -0.333 4.069 -3.416
H48 0.831 3.978 -2.098
H49 -1.072 0.013 -2.699
H50 0.472 0.845 -3.005
H51 -0.920 1.148 -4.017

Atomic partial charges in e from the Löwdin method, atoms 1 to 2: Ta 1.651; C -0.157

---

No. 5
C32H47ClPSi4TeYb | ωB97M-V/def2-TZVPD

Output
* 2S+1: 2
* energy: -4633.97448 a.u.

Atoms and positions in Å:
C1 -1.266 1.670 0.548
C2 -0.571 2.791 0.042
C3 -0.622 2.739 -1.373
H1 -0.185 3.623 0.638
C4 -1.369 1.593 -1.755
C5 -1.763 0.932 -0.560
H2 -2.313 -0.010 -0.482
H3 -1.400 1.406 1.604
H4 -0.270 3.519 -2.049
H5 -1.607 1.285 -2.778
Yb1 0.536 0.458 -0.793
Cl1 1.299 -1.040 -2.593
P1 2.825 2.255 -1.187
C6 2.658 3.234 -2.732
C7 3.110 4.556 -2.869
H6 3.546 5.087 -2.020
C8 3.004 5.200 -4.102
H7 3.351 6.230 -4.201
C9 2.451 4.541 -5.200
H8 2.367 5.048 -6.160
C10 1.976 3.231 -5.066
H9 1.521 2.714 -5.908
C11 2.073 2.579 -3.842
H10 1.711 1.548 -3.743
C12 3.242 3.471 0.122
C13 2.382 4.566 0.343
H11 1.542 4.752 -0.332
C14 2.602 5.418 1.422
H12 1.900 6.229 1.612
C15 3.706 5.215 2.257
H13 3.876 5.884 3.097
C16 4.566 4.137 2.040
H14 5.411 3.964 2.704
C17 4.331 3.253 0.987
H15 4.993 2.402 0.827
C18 4.347 1.297 -1.455
C19 5.394 1.763 -2.264
H16 5.292 2.702 -2.802
C20 6.567 1.016 -2.379
H17 7.386 1.384 -3.000
C21 6.692 -0.207 -1.713
H18 7.608 -0.793 -1.808
C22 5.634 -0.702 -0.936
H19 5.714 -1.663 -0.420
C23 4.463 0.036 -0.818
H20 3.625 -0.365 -0.236
C24 -1.940 -2.979 -1.996
Si1 -2.240 -3.900 -0.394
C25 -3.935 -4.711 -0.395
C26 -0.915 -5.191 -0.102
Si2 -2.192 -2.327 1.345
Te1 0.142 -1.576 1.591
Si3 -4.249 -1.117 1.219
C27 -5.609 -2.180 1.957
C28 -4.124 0.479 2.199
C29 -4.731 -0.752 -0.572
Si4 -2.100 -3.430 3.421
C30 -3.510 -4.685 3.516
C31 -0.485 -4.361 3.705
C32 -2.349 -2.064 4.689
H21 -1.967 -3.711 -2.818
H22 -0.954 -2.490 -2.016
H23 -2.705 -2.216 -2.193
H24 -3.943 -5.453 -1.207
H25 -4.147 -5.237 0.545
H26 -4.747 -3.997 -0.583
H27 0.082 -4.734 -0.047
H28 -1.089 -5.760 0.821
H29 -0.933 -5.891 -0.950
H30 -5.462 -2.348 3.032
H31 -6.566 -1.650 1.832
H32 -5.700 -3.155 1.460
H33 -3.409 1.183 1.760
H34 -5.107 0.974 2.209
H35 -3.825 0.298 3.240
H36 -4.055 -0.066 -1.094
H37 -4.805 -1.667 -1.174
H38 -5.719 -0.266 -0.569
H39 -3.396 -5.482 2.769
H40 -3.464 -5.153 4.511
H41 -4.508 -4.247 3.398
H42 0.411 -3.722 3.678
H43 -0.549 -4.829 4.699
H44 -0.354 -5.158 2.962
H45 -1.563 -1.300 4.616
H46 -3.324 -1.566 4.582
H47 -2.303 -2.513 5.692

Atomic partial charges in e from the Löwdin method, atoms 1 to 2: C -0.246; C -0.176

---

No. 6
C24H42NP3SeSm | ωB97M-V/def2-TZVPD

Output
* charge: +3
* 2S+1: 6
* ΔE to the lowest compared entry with this formula, charge and spin: 11.9 kcal per mole

Atoms and positions in Å:
Sm1 -0.520 1.011 0.610
P1 2.044 -1.081 0.615
P2 1.513 1.779 -1.420
P3 -1.491 -1.656 1.297
H1 -5.526 2.747 -4.182
C1 -6.131 2.698 -3.256
C2 -5.519 3.049 -2.081
H2 -4.534 3.574 -1.956
C3 2.339 -2.357 -0.682
C4 3.720 -0.317 0.687
C5 2.109 -2.160 2.097
C6 0.177 2.626 -2.391
C7 2.782 3.096 -1.276
C8 2.281 0.709 -2.718
C9 -3.257 -1.415 0.752
C10 -1.723 -2.226 3.025
C11 -1.115 -3.266 0.446
H3 -7.202 2.368 -3.436
H4 -5.971 2.969 -1.071
H5 3.238 -2.956 -0.496
H6 2.457 -1.857 -1.647
H7 1.490 -3.045 -0.765
H8 4.477 -1.099 0.505
H9 3.840 0.120 1.694
H10 3.853 0.474 -0.065
H11 2.941 -2.869 2.009
H12 1.184 -2.738 2.209
H13 2.256 -1.559 3.005
H14 0.578 3.467 -2.971
H15 -0.541 3.018 -1.651
H16 -0.379 1.962 -3.063
H17 3.338 3.338 -2.199
H18 3.524 2.795 -0.520
H19 2.313 4.023 -0.918
H20 2.804 1.361 -3.433
H21 1.484 0.152 -3.242
H22 3.009 -0.016 -2.320
H23 -3.919 -2.234 1.067
H24 -3.302 -1.303 -0.340
H25 -3.611 -0.474 1.198
H26 -2.549 -2.956 3.006
H27 -2.017 -1.350 3.621
H28 -0.841 -2.696 3.497
H29 -1.891 -4.023 0.686
H30 -0.121 -3.638 0.752
H31 -1.106 -3.055 -0.645
C12 -2.073 -0.787 -3.298
C13 -2.762 0.437 -3.363
C14 -4.023 0.488 -3.931
C15 -4.501 -0.627 -4.619
C16 -3.737 -1.792 -4.676
C17 -2.519 -1.920 -4.013
Se1 -0.720 -0.715 -1.979
H32 -2.079 0.371 -0.937
H33 -2.318 1.279 -2.822
H34 -4.642 1.364 -3.814
H35 -5.467 -0.663 -5.151
H36 -4.192 -2.505 -5.359
H37 -2.021 -2.884 -4.004
N1 0.727 1.390 2.519
C18 1.606 1.260 3.296
C19 2.636 1.119 4.226
C20 3.821 1.886 4.092
C21 4.873 1.719 4.999
C22 4.683 0.823 6.086
C23 3.514 0.039 6.212
C24 2.484 0.230 5.301
H38 3.902 2.542 3.211
H39 5.811 2.303 4.814
H40 5.511 0.726 6.798
H41 3.414 -0.707 7.020
H42 1.591 -0.369 5.358

Atomic partial charges in e from the Löwdin method, atoms 1 to 2: Sm 1.206; P 0.732